[1]
Molecular formula: C22H31F6N7OS3Ti
Method: DFT, wB97M-V/def2-TZVPD

Last column: Löwdin charge in e.
Geometry (Å):
Ti -0.12 0.41 0.33  0.850
C 0.88 -3.73 -3.01  -0.360
S 2.18 -2.72 -2.24  0.962
C 1.31 -1.89 -1.01  -1.077
S -0.41 -1.75 -0.95  0.668
N 2.03 -1.42 0.00  -0.037
N 1.30 -0.86 0.93  -0.212
C 1.55 -0.90 2.20  0.008
C 0.42 -0.53 3.02  -0.228
C 0.39 -0.72 4.40  0.038
C -0.80 -0.52 5.09  0.008
C -1.92 -0.11 4.37  0.007
C -1.81 0.07 3.01  -0.083
N -0.68 -0.14 2.32  0.016
H 1.24 -4.02 -3.99  0.049
H 0.75 -4.62 -2.39  0.052
H -0.04 -3.16 -3.07  -0.003
H 2.46 -1.34 2.61  0.163
H 1.28 -1.05 4.92  0.134
H -0.85 -0.67 6.15  0.132
H -2.86 0.07 4.87  0.128
H -2.67 0.40 2.43  0.116
C -2.45 -0.19 -4.67  -0.050
C -2.10 0.51 -3.36  -0.252
N -1.34 1.73 -3.60  0.035
C -0.07 1.96 -3.26  -0.712
S 0.78 1.04 -2.09  0.776
N 0.61 2.94 -3.84  0.005
C 0.27 3.66 -5.06  -0.209
C 0.65 2.85 -6.30  -0.058
H -2.93 -1.14 -4.46  0.083
H -1.57 -0.39 -5.27  0.081
H -3.14 0.41 -5.26  0.082
H -1.48 -0.14 -2.73  0.029
H -3.02 0.76 -2.83  0.106
H -1.72 2.32 -4.33  0.138
H 1.56 3.05 -3.51  0.133
H 0.82 4.60 -5.04  0.130
H -0.79 3.91 -5.06  0.112
H 1.72 2.66 -6.31  0.085
H 0.39 3.40 -7.19  0.086
H 0.12 1.90 -6.32  0.068
C 2.56 2.61 2.24  0.065
C 1.41 2.87 1.26  -0.354
O 0.87 1.74 0.70  -0.252
C 0.23 3.56 1.99  -0.537
F 0.56 4.39 2.95  0.227
F -0.53 2.56 2.52  0.126
F -0.60 4.19 1.14  0.160
C 1.89 3.77 0.09  -0.573
F 2.91 3.21 -0.54  0.185
F 2.21 4.99 0.46  0.215
F 0.88 3.86 -0.82  0.108
H 2.17 2.19 3.16  0.104
H 3.07 3.55 2.45  0.117
H 3.27 1.92 1.78  0.113
C -3.68 4.07 -1.10  0.024
C -3.31 2.70 -0.71  -0.250
C -4.10 1.57 -0.51  0.052
C -3.23 0.53 -0.17  -0.317
N -1.96 1.00 -0.16  -0.078
N -2.04 2.31 -0.50  0.077
C -3.59 -0.88 0.10  -0.015
H -4.60 4.37 -0.61  0.104
H -3.86 4.12 -2.18  0.100
H -2.89 4.78 -0.86  0.092
H -5.16 1.52 -0.60  0.137
H -1.22 2.90 -0.61  0.132
H -4.11 -1.30 -0.76  0.106
H -4.28 -0.94 0.94  0.100
H -2.72 -1.50 0.32  0.030

Output
Net charge: +2
Strongest force on any atom, eV Å⁻¹: 3.10
Gap between HOMO and LUMO, eV: 6.40
Total energy, a.u.: -3958.3048
HOMO, Ha: -0.503
ΔE to the lowest compared entry with this formula, charge and spin, kcal per mole: 40.6

=====

[2]
Molecular formula: C22H31F6NO9S3
Method: DFT, wB97M-V/def2-TZVPD

Last column: Löwdin charge in e.
Geometry (Å):
C -1.69 3.14 2.75  -0.072
C -2.11 2.63 4.28  -0.339
O -3.33 3.44 4.62  -0.126
C -2.62 1.08 4.13  -0.099
C -1.67 -0.05 4.83  -0.023
C -0.82 -1.03 4.05  -0.023
C -0.74 -1.03 2.41  -0.153
C 0.63 -0.30 1.80  -0.176
C 0.76 -0.76 0.22  -0.270
N 0.62 0.37 -0.77  -0.054
C 0.07 -2.16 4.90  -0.105
O 0.22 -3.35 4.29  0.018
C 0.67 -1.81 6.42  0.078
C 2.01 -2.49 7.07  -0.108
F 2.45 -3.68 6.25  0.005
F 1.81 -3.04 8.46  0.018
C 3.34 -1.47 7.04  -0.123
F 3.98 -1.48 8.41  0.026
F 3.03 -0.11 6.55  0.037
F 4.41 -2.06 6.14  0.019
C -0.17 -0.82 7.20  -0.061
S 0.19 -0.24 8.94  0.924
O 1.65 0.22 9.19  -0.310
O -0.28 -1.38 9.92  -0.320
F -0.81 1.13 9.35  -0.238
C -1.56 -0.20 6.49  -0.142
O -2.64 0.18 7.19  -0.002
H -2.69 3.28 2.12  0.105
H -1.18 4.20 2.92  0.098
H -1.00 2.38 2.18  0.055
H -1.25 2.80 5.06  0.155
H -3.22 3.73 5.59  0.118
H -2.86 0.90 2.99  0.115
H -3.67 1.02 4.69  0.142
H -0.72 -2.15 1.98  0.127
H -1.64 -0.51 1.87  0.114
H 1.61 -0.66 2.38  0.117
H 0.55 0.88 1.94  0.096
H 1.77 -1.37 0.04  0.128
H -0.11 -1.54 -0.03  0.120
H -0.10 1.08 -0.48  0.070
H 1.54 0.81 -1.02  0.070
C 4.18 -0.57 -5.15  -0.227
C 3.21 -1.28 -6.08  -0.216
C 2.00 -1.71 -5.25  -0.216
S 1.89 -0.54 -3.90  0.669
O 2.14 -1.24 -2.66  -0.332
O 0.72 0.30 -4.09  -0.336
C 3.34 0.40 -4.33  -0.238
H 4.97 -0.05 -5.70  0.117
H 4.66 -1.31 -4.49  0.121
H 2.88 -0.59 -6.87  0.121
H 3.67 -2.14 -6.58  0.118
H 1.08 -1.68 -5.83  0.086
H 2.14 -2.71 -4.82  0.111
H 3.84 0.74 -3.43  0.108
H 3.02 1.25 -4.94  0.110
C -2.13 1.95 -7.01  -0.225
C -3.14 1.64 -8.11  -0.224
C -2.94 0.18 -8.52  -0.230
S -2.29 -0.66 -7.08  0.675
O -0.94 -1.09 -7.37  -0.330
O -3.30 -1.56 -6.56  -0.326
C -2.21 0.78 -6.03  -0.229
H -2.35 2.90 -6.51  0.118
H -1.12 2.01 -7.43  0.121
H -4.16 1.77 -7.72  0.119
H -3.02 2.31 -8.97  0.116
H -3.88 -0.29 -8.82  0.106
H -2.20 0.09 -9.32  0.106
H -1.34 0.72 -5.37  0.084
H -3.13 0.82 -5.44  0.114

Output
Strongest force on any atom, eV Å⁻¹: 8.65
Gap between HOMO and LUMO, eV: 5.82
Total energy, a.u.: -3382.0218
SMILES: C[C@@H](O)CC1=C(CCCN)C(=O)C(C(F)(F)C(F)(F)F)=C(S(=O)(=O)F)C1=O.O=S1(=O)CCCC1.O=S1(=O)CCCC1
HOMO, Ha: -0.329
ΔE to the lowest compared entry with this formula, charge and spin, kcal per mole: 303.1

=====

[3]
Molecular formula: C22H31F9N4O7
Method: DFT, wB97M-V/def2-TZVPD

Last column: Löwdin charge in e.
Geometry (Å):
N 4.27 -0.56 -1.22  0.096
C 3.60 0.21 -0.21  -0.665
N 3.62 1.62 -0.57  0.103
N 4.41 0.11 1.02  0.080
C 2.15 -0.30 0.16  -0.069
C 1.39 -1.06 -0.95  -0.147
C 1.56 -2.58 -0.61  -0.435
O 2.58 -3.07 -0.28  0.137
N 0.32 -3.27 -0.77  0.083
C -0.50 -2.31 -1.49  -0.140
C -0.14 -0.98 -0.80  -0.161
C -0.82 0.22 -1.41  -0.440
F -0.38 1.35 -0.87  0.138
F -0.46 0.26 -2.70  0.149
C -2.37 0.21 -1.35  -0.394
F -2.82 -0.54 -2.34  0.186
F -2.79 1.45 -1.57  0.175
C -2.96 -0.25 0.00  -0.405
F -2.25 0.32 0.95  0.200
F -2.94 -1.56 0.12  0.188
C -4.44 0.22 0.19  -0.640
F -4.46 1.44 0.63  0.220
F -5.09 0.11 -0.93  0.222
F -5.04 -0.53 1.07  0.208
H 3.76 -0.58 -2.10  0.068
H 4.51 -1.48 -0.90  0.072
H 3.18 1.76 -1.47  0.063
H 3.11 2.13 0.14  0.059
H 3.83 0.43 1.80  0.033
H 4.56 -0.88 1.22  0.072
H 2.15 -0.91 1.05  0.112
H 1.55 0.58 0.41  0.103
H 1.71 -0.92 -1.98  0.146
H 0.05 -3.48 0.19  0.143
H -0.09 -2.31 -2.51  0.136
H -1.54 -2.56 -1.64  0.112
H -0.41 -1.15 0.23  0.153
O 2.31 4.36 -1.99  0.130
C 1.23 4.63 -2.42  -0.476
O 0.88 5.89 -2.80  0.027
C -0.51 5.92 -3.17  -0.159
C -0.86 4.48 -3.53  -0.150
C 0.06 3.69 -2.60  -0.085
H -1.09 6.29 -2.32  0.126
H -0.64 6.60 -4.01  0.123
H -1.92 4.26 -3.41  0.114
H -0.58 4.28 -4.57  0.120
H -0.40 3.52 -1.62  0.120
H 0.38 2.75 -3.03  0.115
O 3.29 2.18 2.68  0.100
C 3.75 2.12 3.79  -0.477
O 5.03 2.43 4.08  0.045
C 5.31 2.16 5.46  -0.151
C 3.95 2.19 6.15  -0.157
C 3.03 1.67 5.05  -0.073
H 5.80 1.19 5.53  0.128
H 5.98 2.92 5.85  0.125
H 3.92 1.59 7.07  0.115
H 3.68 3.21 6.41  0.118
H 2.97 0.58 5.04  0.131
H 2.04 2.11 5.10  0.124
O -3.14 -5.11 -2.41  0.122
C -3.94 -5.21 -1.53  -0.489
O -3.68 -5.83 -0.35  0.024
C -4.87 -5.89 0.45  -0.156
C -5.76 -4.78 -0.07  -0.154
C -5.38 -4.74 -1.55  -0.073
H -5.32 -6.88 0.33  0.127
H -4.60 -5.75 1.50  0.124
H -6.82 -4.95 0.11  0.116
H -5.49 -3.83 0.40  0.110
H -5.97 -5.44 -2.14  0.132
H -5.45 -3.74 -1.97  0.122

Output
Strongest force on any atom, eV Å⁻¹: 2.47
Gap between HOMO and LUMO, eV: 8.67
Total energy, a.u.: -2501.4468
SMILES: NC(N)(N)C[C@H]1C(=O)NC[C@@H]1C(F)(F)C(F)(F)C(F)(F)C(F)(F)F.O=C1CCCO1.O=C1CCCO1.O=C1CCCO1
HOMO, Ha: -0.306

=====

[4]
Molecular formula: C22H31LuN14O3S2
Method: DFT, wB97M-V/def2-TZVPD

Last column: Löwdin charge in e.
Geometry (Å):
Lu -0.34 -0.11 0.44  1.658
S -5.93 -1.38 6.01  1.073
N -4.34 -1.19 6.16  -0.199
C -3.86 -1.10 4.93  -0.305
C -2.46 -0.90 4.59  -0.073
C -1.45 -0.82 5.54  0.039
C -0.15 -0.61 5.12  -0.005
C 0.09 -0.48 3.75  -0.099
N -0.87 -0.55 2.84  0.026
C -2.13 -0.79 3.24  -0.136
C -3.15 -0.95 2.19  -0.138
N -2.73 -0.93 0.91  0.029
C -3.63 -1.10 -0.05  -0.117
C -4.98 -1.29 0.19  -0.015
C -5.42 -1.30 1.50  0.035
C -4.49 -1.14 2.52  -0.072
C -4.85 -1.20 3.93  -0.305
N -6.07 -1.36 4.40  -0.200
H -1.70 -0.92 6.59  0.132
H 0.67 -0.55 5.82  0.121
H 1.09 -0.28 3.39  0.103
H -3.26 -1.09 -1.06  0.091
H -5.67 -1.42 -0.63  0.118
H -6.46 -1.45 1.75  0.132
N 4.20 -1.21 0.21  0.086
C 3.06 -1.64 -0.57  -0.346
C 3.28 -3.05 -1.11  -0.131
C 4.52 -3.18 -1.98  -0.177
C 4.35 -2.67 -3.40  -0.140
N 4.04 -1.23 -3.48  0.091
C 4.84 -0.25 -3.08  -0.443
N 4.31 0.96 -2.83  0.217
N 6.15 -0.44 -2.97  0.238
C 1.71 -1.51 0.10  -0.648
O 1.61 -0.92 1.21  -0.150
O 0.67 -1.85 -0.54  -0.114
H 4.47 -1.92 0.87  0.097
H 3.96 -0.39 0.76  0.070
H 2.94 -0.95 -1.41  0.095
H 2.38 -3.37 -1.65  0.124
H 3.38 -3.74 -0.26  0.134
H 4.79 -4.24 -2.06  0.126
H 5.35 -2.68 -1.49  0.103
H 3.54 -3.17 -3.91  0.133
H 5.25 -2.88 -3.99  0.122
H 3.07 -0.97 -3.55  0.157
H 3.35 1.03 -2.54  0.072
H 4.91 1.72 -2.56  0.130
H 6.58 -1.28 -3.32  0.128
H 6.76 0.28 -2.63  0.138
C -1.85 4.66 0.63  -0.023
N -1.74 4.04 -0.69  -0.137
C -1.47 4.91 -1.83  -0.028
C -1.76 2.69 -0.77  -0.429
N -1.75 1.88 0.23  0.050
N -1.89 2.21 -2.08  0.159
C -1.76 0.92 -2.53  -0.491
N -2.17 0.75 -3.81  0.177
N -1.25 -0.02 -1.81  0.017
H -2.09 5.71 0.50  0.099
H -0.91 4.58 1.19  0.100
H -2.65 4.20 1.20  0.100
H -2.39 5.20 -2.36  0.101
H -0.78 4.43 -2.53  0.093
H -0.99 5.81 -1.47  0.098
H -1.63 2.39 1.10  0.045
H -2.23 2.88 -2.75  0.131
H -2.64 1.48 -4.32  0.113
H -2.12 -0.15 -4.24  0.116
H -1.19 -0.89 -2.32  0.079
O 0.76 1.69 1.43  -0.676
S 1.75 1.90 0.31  0.743
N 1.39 1.19 -0.92  -0.446

Output
Net charge: +2
Strongest force on any atom, eV Å⁻¹: 1.92
Gap between HOMO and LUMO, eV: 8.52
Total energy, a.u.: -3881.0261
HOMO, Ha: -0.489
ΔE to the lowest compared entry with this formula, charge and spin, kcal per mole: 9.9

=====

E_LUMO across the listed records, respectively: -0.2675 -0.1147 0.0129 -0.1760 hartree.